C26H45AsNO9P2Si2Ta | wB97M-V/def2-TZVPD

Positions of all 87 atoms, in Å:
Ta 1.06454 0.96030 0.56893
As 0.26924 -0.39942 2.21729
P 2.39532 3.13371 0.11279
P 0.28063 2.05581 -1.37843
Si -0.95352 -1.88893 3.88879
Si 1.60413 0.86796 3.97247
O 0.86914 -1.32056 -0.56858
O -0.36089 2.17609 -0.02445
O 1.63160 2.54491 1.28111
O -1.25500 0.07471 -1.09590
O 3.51804 2.07252 -0.24396
O 2.93332 4.50647 0.36307
O 1.31925 0.97193 -1.32430
O 2.66581 -0.02146 0.80268
O -0.59955 2.24097 -2.65646
N 0.95193 4.88648 -1.19018
C -4.33035 -3.57343 -1.62436
C -5.12444 -3.24733 -0.52624
C -2.21106 -2.79314 2.77829
C 2.72676 -2.37722 0.40912
C 4.79058 -2.56654 2.26598
C -4.83226 -2.07971 0.17191
C 0.43053 -3.14198 4.29784
C -1.72306 -0.97703 5.37426
C 1.65860 -2.26463 -0.58174
C 4.31970 -3.71670 1.64234
C -3.55575 -0.02431 0.65303
C -3.76671 -1.26420 -0.16334
C -1.82862 -0.84134 -1.69937
C 3.31159 -3.61288 0.70934
C -3.26963 -2.78697 -2.02254
C -6.27068 -4.11720 -0.12094
C 3.19974 -1.21513 1.05570
C 2.31715 3.47248 -2.66262
C -2.95065 -1.62232 -1.27171
C 1.98327 -0.31472 5.41504
C 0.39262 2.19466 4.57858
C 4.24845 -1.33137 1.96721
C -2.47064 -3.22236 -3.22332
C 3.25562 1.68616 3.52500
C 1.40133 3.48595 -1.44570
C 1.51523 -3.31770 -1.64150
H 4.62491 -0.44570 2.45874
H -3.22219 0.81501 0.05011
H -4.55812 -4.47390 -2.18156
H 0.04181 4.97432 -0.73743
H 2.94130 -4.50607 0.22377
H 3.15055 4.16693 -2.53722
H -2.83314 -4.18437 -3.57660
H -2.39272 -3.81215 3.11830
H 0.97192 -4.16850 -1.22141
H 3.14168 2.77117 3.53585
H -2.78610 -0.20464 1.40609
H 4.74067 -4.68160 1.88682
H 2.48273 -3.66896 -1.99282
H 2.25129 0.28012 6.28939
H -1.41118 -3.32996 -2.99000
H 0.76010 2.68588 5.48093
H -1.76442 -2.82078 1.78216
H -1.24439 1.55117 -2.88339
H 1.77200 5.18410 -0.48181
H 2.83107 -0.96100 5.18275
H -0.59114 1.77230 4.78396
H 0.96313 5.46252 -2.03061
H -1.45401 -1.08795 -2.70525
H -6.26229 -4.30391 0.95299
H 0.93457 -2.91714 -2.46893
H -2.14116 -1.69603 6.08028
H 0.52343 -3.38573 5.35498
H -2.53432 -0.32697 5.04426
H 2.73350 2.48434 -2.84692
H 1.13745 -0.94977 5.66770
H -3.16943 -2.28130 2.72589
H 1.75345 3.75592 -3.55355
H 4.03410 1.42565 4.24183
H -0.99278 -0.36638 5.90341
H 5.59134 -2.63370 2.99015
H 4.39282 2.47796 -0.38055
H 0.27543 2.96364 3.81199
H -7.21412 -3.61908 -0.35353
H 1.36626 -2.71552 3.93193
H -5.45781 -1.79816 1.01100
H 3.60321 1.39947 2.53506
H -2.56737 -2.51276 -4.04729
H 0.25092 -4.07347 3.76031
H -4.48005 0.24547 1.16145
H -6.24719 -5.06889 -0.64664

The calculation puts the total energy at -5303.869016 Eh. The total charge is +2. The relative energy (zero: lowest compared OMol25 entry of this formula, charge and spin) comes out at 642.32 kJ/mol. The calculation puts the LUMO energy at -5.8 eV. As for the frontier orbital gap: 7.05 eV.

***

C26H45BF12FeN2O28P3S4 | wB97M-V/def2-TZVPD

Positions of all 122 atoms, in Å:
Fe -19.34286 -12.51653 -11.55673
S -20.37281 -15.58864 -11.18000
S -18.17703 -9.85987 -10.09497
S -17.65281 -9.77835 -12.57155
S -19.92140 -14.87316 -13.62900
P -22.13440 -11.17296 -9.94921
P -21.12517 -10.65967 -13.96385
P -16.33496 -14.43627 -12.00387
F -16.32957 -9.89705 -14.96517
F -16.07622 -11.71054 -13.76526
F -18.00241 -11.31115 -14.85272
F -15.74399 -9.13646 -9.16804
F -21.10735 -14.43846 -8.94991
F -21.93214 -13.87637 -15.05027
F -15.67532 -10.99977 -10.16743
F -22.63261 -14.30484 -10.58122
F -22.40651 -16.08081 -9.44345
F -22.58435 -15.03627 -13.37571
F -21.83635 -16.00605 -15.13223
F -16.57373 -10.94276 -8.14450
O -21.45656 -9.11002 -13.50296
O -17.23604 -14.39927 -6.56234
O -19.27470 -16.14906 -13.85465
O -16.82122 -15.89882 -11.54856
O -18.24755 -8.42832 -10.20409
O -19.11935 -10.50835 -9.17461
O -15.56067 -15.62783 -7.76938
O -22.57444 -11.21998 -14.54295
O -14.97116 -13.49917 -6.98784
O -23.60233 -11.89254 -10.14151
O -19.31573 -13.70144 -14.27892
O -22.12494 -10.88454 -8.32113
O -20.89456 -16.75147 -11.92041
O -16.63168 -13.60482 -8.66616
O -18.60538 -13.10530 -9.59554
O -15.16754 -14.05901 -10.94053
O -13.61678 -16.73565 -7.21119
O -19.22062 -15.84478 -10.27667
O -19.42376 -13.95203 -6.78567
O -17.45485 -13.45886 -12.02464
O -12.90414 -14.03141 -6.12732
O -16.45070 -9.16420 -12.05844
O -20.50944 -11.59729 -12.95025
O -18.63750 -8.90209 -13.16769
O -22.33959 -9.71825 -10.75630
O -20.97163 -11.96990 -10.51524
O -15.48497 -14.67475 -13.40012
O -20.25089 -10.55410 -15.37499
N -20.07503 -14.21809 -11.96117
N -18.31196 -10.89533 -11.55444
C -17.90832 -13.44358 -8.61803
C -14.37999 -15.74157 -7.23397
C -24.79447 -11.21997 -9.67985
C -16.18256 -16.48045 -14.81472
C -21.83259 -11.48994 -5.91374
C -21.71906 -11.95026 -7.41071
C -16.05456 -14.97340 -14.70077
C -13.21633 -13.41639 -10.05287
C -21.79463 -15.06146 -9.92724
C -24.55708 -12.42215 -13.63210
C -22.52463 -7.39721 -10.16705
C -20.53532 -11.23518 -16.57310
C -25.03277 -11.37554 -8.18051
C -21.95692 -8.08179 -14.35548
C -18.31446 -13.97360 -7.24766
C -15.96090 -16.92594 -11.16001
C -14.01854 -13.23126 -11.28962
C -16.95591 -10.78418 -14.16377
C -13.97652 -14.31461 -6.76163
C -16.40607 -10.29531 -9.31924
C -20.19960 -10.24303 -17.77536
C -21.68154 -14.98304 -14.34478
C -23.78974 -11.07732 -13.72963
C -21.55103 -8.54883 -10.39644
C -16.71276 -18.25065 -11.09539
C -21.48675 -6.77728 -13.83107
B -16.13239 -14.29529 -7.51694
H -21.92617 -6.56631 -12.85613
H -26.11760 -11.40718 -8.07930
H -23.02827 -8.06823 -14.55582
H -13.48528 -13.75851 -12.08066
H -21.69005 -12.33356 -5.23840
H -17.04508 -14.54200 -14.84518
H -20.70473 -9.27771 -17.74201
H -16.12848 -19.16915 -11.04005
H -25.61763 -11.66201 -10.24119
H -22.82513 -11.05267 -5.80527
H -15.59957 -16.72688 -10.15109
H -20.43527 -6.92521 -13.58489
H -24.77597 -10.15521 -9.91236
H -22.34833 -12.83934 -7.45121
H -20.68901 -12.15849 -7.70009
H -12.23064 -13.01540 -10.28895
H -21.04135 -8.75463 -9.45518
H -23.48037 -10.87095 -12.70503
H -24.42487 -10.29063 -14.13685
H -16.85925 -16.95957 -14.10717
H -13.08373 -14.44809 -9.72715
H -21.55195 -11.62775 -16.59419
H -21.60089 -5.95235 -14.53432
H -15.19532 -16.87171 -14.56902
H -24.55630 -12.92783 -14.59770
H -24.67678 -12.35394 -7.85785
H -23.13156 -7.04422 -11.00079
H -20.88076 -8.27631 -11.21165
H -19.90681 -12.12052 -16.66933
H -13.52670 -12.72169 -9.27238
H -17.35877 -18.26435 -11.97322
H -24.05104 -13.14799 -12.99555
H -20.34745 -10.74267 -18.73275
H -14.17566 -12.19823 -11.59988
H -15.45762 -14.64250 -15.55064
H -21.48315 -8.29736 -15.31317
H -16.55453 -16.81834 -15.78197
H -22.02975 -6.51350 -9.76426
H -21.10663 -10.79475 -5.49208
H -25.59894 -12.33515 -13.32379
H -17.35554 -18.28678 -10.21582
H -24.56933 -10.53509 -7.66383
H -15.15539 -17.09389 -11.87488
H -23.32407 -7.65724 -9.47323
H -19.13249 -10.14915 -17.57395

The calculation puts the total energy at -8338.052221 Eh. The expectation value of S² is 8.7568. The calculation puts the LUMO energy (spin up / spin down) at -0.2 / -3.4 eV. As for the frontier orbital gap (spin up / spin down): 8.99 / 5.75 eV. The spin multiplicity is 6.

***

C26H45ClN2O30PS6 | wB97M-V/def2-TZVPD

Positions of all 111 atoms, in Å:
Cl 1.74366 -4.40916 2.26987
S -0.39657 2.62766 -3.58620
S -6.16420 1.50654 6.30082
S 7.61984 -3.23956 -2.35803
S -4.71771 1.14505 -0.80457
S -8.88212 4.37528 -0.70986
S 3.05116 -7.43044 -4.19237
P 3.52409 -3.50596 1.57544
O -6.15756 2.82526 6.84630
O -4.76711 0.59255 -2.32061
O 3.03859 -8.96634 -3.68991
O -9.92845 4.96127 0.06159
O -8.89956 3.00657 -1.11956
O -7.47754 4.67493 0.03242
O -6.09915 0.48689 -0.29041
O 7.17124 -2.45468 -1.24955
O 3.05024 -6.72953 -2.73249
O -0.90809 3.68592 -4.69512
O 2.46053 3.31315 1.80755
O 6.47469 0.05281 3.95925
O -4.88038 2.56151 -0.84063
O -1.82529 -0.29598 2.93979
O 4.15442 3.93790 0.32971
O 3.70711 -3.83413 -0.09993
O -1.80041 -2.53875 3.07847
O -3.63364 0.51114 -0.11780
O 6.58982 -4.47128 -2.56596
O 4.31421 -7.16820 -4.80818
O 1.80788 -7.15342 -4.83112
O 7.27404 -2.44132 -3.72076
O 8.94782 -3.74717 -2.46022
O 1.15196 2.56471 -4.05051
O -4.63813 1.10316 5.93828
O -6.72742 1.58256 4.78463
O -6.78505 0.40384 6.95696
O -8.63211 5.29523 -2.01738
O -0.45007 3.25580 -2.30303
O -1.00625 1.36610 -3.84950
N 3.41752 -1.69678 1.81862
N 4.56221 -1.16941 2.14338
C -7.53008 6.17203 -1.77025
C 3.32937 2.50657 2.60718
C -6.86329 0.05455 -1.42188
C -6.61023 5.38864 -0.85146
C 3.30146 0.97389 2.26754
C 1.97239 3.56429 -0.65650
C -0.61337 -0.06082 3.68791
C 4.57480 0.18132 2.39274
C 2.01232 0.32702 1.86804
C 5.73014 -4.19671 -3.67773
C -5.82826 -0.35994 -2.45210
C 1.30926 3.25177 -5.29627
C 0.06414 1.30061 3.19026
C -1.84235 -1.56352 2.33574
C 0.61606 1.00143 1.72636
C 3.37456 -9.00934 -2.30115
C 2.15206 -1.16573 1.62508
C 5.99177 0.76770 2.83496
C 0.22419 4.31352 -5.30332
C -5.62571 1.61636 3.87652
C 6.54143 -3.30350 -4.59749
C 3.00457 3.61295 0.55175
C 2.81996 -7.71847 -1.72516
C -4.54089 0.79192 4.54734
C 5.87172 0.51451 5.17937
C -1.95341 -1.72485 0.77796
H -0.01872 4.65362 -6.30828
H -2.88160 -1.16627 0.44000
H 5.97172 -0.30933 5.94521
H -7.04572 6.45342 -2.70367
H 5.98387 1.87969 2.97030
H 4.34724 2.97552 2.59390
H -0.64486 2.16738 3.20494
H -6.22680 -0.34833 -3.46524
H 4.76482 0.73176 5.08838
H -5.91431 1.21433 2.90643
H -7.45652 0.90281 -1.77336
H -1.97271 -2.81476 0.50889
H 1.27352 -1.79597 1.31479
H -4.72503 -0.27854 4.42351
H -5.42508 -1.35193 -2.23210
H 4.46415 -9.04397 -2.21738
H 3.31221 -7.43646 -0.79531
H 6.67304 0.54991 1.95433
H 4.84398 -3.67654 -3.30326
H 1.74228 -7.79051 -1.55810
H -3.54809 1.03343 4.17219
H 5.91500 -2.72349 -5.27267
H 5.42718 -5.12309 -4.16412
H 1.16298 2.53073 -6.10415
H 4.69064 -3.96133 -0.17687
H -7.91362 7.06869 -1.27596
H -0.78567 -0.08112 4.79599
H 7.26112 -3.88474 -5.17957
H 0.65837 1.92071 1.06757
H 0.10145 -0.91335 3.45696
H -5.94167 6.03702 -0.28677
H 6.35469 1.45595 5.58579
H -7.52831 -0.76229 -1.14787
H 2.94745 -9.89266 -1.82986
H 0.96170 3.90144 -0.26821
H -0.09080 0.29389 1.19437
H 2.30733 3.68110 -5.37103
H 2.27919 4.29332 -1.44628
H 2.95718 2.60091 3.67697
H 0.50650 5.17195 -4.68778
H 0.96767 1.46190 3.85406
H -5.31524 2.65849 3.75972
H 1.90529 2.49786 -0.99533
H -1.09147 -1.25998 0.21534
H -6.02122 4.65881 -1.41133

The calculation puts the total energy at -6574.619110 Eh. The total charge is +1. The calculation puts the LUMO energy at -4.7 eV. As for the frontier orbital gap: 7.71 eV.